DFT (ωB97M-V/def2-TZVPD) results for C30H30BeBr2CaF4LiN4O14S2 as an isolated structure in a non-equilibrium geometry.

Geometry as XYZ:
```
89
Properties=species:S:1:pos:R:3
C -2.886 -4.955 -2.113
C -2.511 -3.726 -3.038
N -3.193 -2.658 -2.891
C -1.307 -3.797 -4.093
C -0.170 -2.925 -3.418
C 0.349 -1.638 -3.970
C 1.390 -0.912 -3.179
C 1.928 -1.440 -1.879
N 2.894 -0.637 -1.176
C 3.274 -1.230 0.050
C 4.312 -0.463 1.031
C 3.385 0.348 2.112
C 2.721 1.616 1.395
C 2.091 2.640 2.410
O 2.771 3.236 3.198
O 0.723 2.849 2.429
C 2.760 -2.546 0.500
N 1.837 -3.341 -0.163
C 1.425 -2.732 -1.352
C 0.379 -3.451 -2.159
H -2.242 -5.840 -2.416
H -2.609 -4.674 -1.047
H -3.984 -5.214 -2.160
H -2.834 -1.922 -3.526
H -0.893 -4.851 -4.115
H -1.609 -3.420 -5.106
H -0.072 -1.247 -4.934
H 1.742 0.063 -3.629
H 4.886 -1.257 1.601
H 5.004 0.229 0.477
H 2.549 -0.381 2.352
H 3.957 0.657 3.026
H 1.897 1.281 0.677
H 3.539 2.143 0.754
H 0.258 1.990 2.530
H 3.138 -2.930 1.491
H 0.001 -4.440 -1.765
F -1.030 -5.656 -6.875
C 0.253 -6.034 -6.810
C 1.225 -5.092 -6.517
C 2.553 -5.483 -6.445
C 2.898 -6.811 -6.675
C 1.915 -7.747 -6.972
C 0.582 -7.357 -7.035
H 0.938 -4.060 -6.348
H 3.321 -4.756 -6.209
H 3.942 -7.115 -6.621
H 2.184 -8.792 -7.158
H -0.199 -8.074 -7.258
C -0.781 5.073 5.375
O -1.035 3.822 5.467
O -0.019 5.347 4.277
O -1.113 6.008 6.099
H 0.008 4.408 4.014
Be 3.445 -9.175 -6.151
C -1.380 6.193 1.228
C -0.328 5.333 0.958
C 0.610 5.833 -0.122
O 1.639 5.251 -0.458
C 0.272 7.083 -0.819
C -0.788 7.939 -0.557
C -1.676 7.489 0.601
O -2.610 8.136 1.028
O -1.055 8.976 -1.151
O -0.077 4.232 1.492
H -2.095 5.920 1.995
H 0.956 7.331 -1.623
Li -3.013 3.115 5.917
F -0.396 8.113 -3.164
Ca 2.411 1.466 -1.197
Br 0.424 7.120 11.391
C 1.381 7.343 9.707
C 1.276 6.110 8.848
Br 2.457 4.697 9.490
H 2.406 7.607 9.958
H 0.900 8.191 9.218
H 1.612 6.322 7.832
H 0.272 5.694 8.813
N -5.301 -2.461 1.081
S -5.840 -3.484 2.159
O -5.919 -3.016 3.515
O -5.505 -4.867 1.976
F -7.379 -3.487 1.749
S -3.767 -2.183 1.254
O -3.307 -1.041 0.514
O -2.870 -3.308 1.241
F -3.639 -1.652 2.757
O -7.518 -1.663 -1.568
H -6.838 -1.752 -0.900
```

Results
E = -9476.6939 a.u.
total charge = -1
strongest force on any atom = 7.549 eV/A
molar mass = 1026.549 g mol⁻¹
lowest unoccupied orbital energy = -2.47 eV
orbital gap = 1.47 eV
multiplicity = 1